{"formula": "C36H89Br2F8N4O14S12", "method": "ωB97M-V/def2-TZVPD", "elements": ["C", "C", "Br", "C", "Br", "N", "C", "C", "O", "C", "C", "F", "F", "C", "F", "F", "C", "F", "F", "C", "F", "F", "C", "N", "C", "N", "N", "O", "H", "H", "H", "H", "H", "H", "H", "H", "H", "H", "H", "H", "H", "H", "H", "H", "H", "C", "S", "O", "C", "H", "H", "H", "H", "H", "H", "C", "S", "O", "C", "H", "H", "H", "H", "H", "H", "C", "S", "O", "C", "H", "H", "H", "H", "H", "H", "C", "S", "O", "C", "H", "H", "H", "H", "H", "H", "C", "S", "O", "C", "H", "H", "H", "H", "H", "H", "C", "S", "O", "C", "H", "H", "H", "H", "H", "H", "C", "S", "O", "C", "H", "H", "H", "H", "H", "H", "C", "S", "O", "C", "H", "H", "H", "H", "H", "H", "C", "S", "O", "C", "H", "H", "H", "H", "H", "H", "C", "S", "O", "C", "H", "H", "H", "H", "H", "H", "C", "S", "O", "C", "H", "H", "H", "H", "H", "H", "C", "S", "O", "C", "H", "H", "H", "H", "H", "H"], "xyz": [[-3.4991, -2.0352, -0.9824], [-2.3280, -2.9557, -0.8370], [-2.6373, -4.4833, 0.2243], [-1.1165, -2.7760, -1.3686], [-0.7042, -1.2948, -2.4626], [-0.0036, -3.6520, -1.0743], [1.0065, -2.9519, -0.2237], [1.6839, -3.8056, 0.8479], [2.5490, -2.9595, 1.5890], [1.9367, -2.2718, 2.6439], [3.0028, -1.4985, 3.4122], [4.0929, -2.2837, 3.5851], [2.5232, -1.1921, 4.6429], [3.5372, -0.2024, 2.7428], [4.5741, 0.2325, 3.4712], [3.9786, -0.5021, 1.5042], [2.5442, 0.9854, 2.5858], [3.2991, 2.0744, 2.3357], [1.8726, 1.1943, 3.7281], [1.5477, 0.8249, 1.3889], [0.3195, 0.5211, 1.8772], [1.4507, 1.9853, 0.7235], [0.5000, -4.2724, -2.1765], [1.8647, -4.2993, -2.4677], [2.5168, -5.6188, -2.1582], [3.9374, -5.4284, -2.2308], [-0.2904, -4.9001, -3.0252], [-1.6363, -5.0364, -2.8520], [-4.4309, -2.5994, -1.0008], [-3.5343, -1.3817, -0.1021], [-3.3996, -1.3937, -1.8594], [0.4455, -2.1789, 0.3119], [1.7415, -2.4341, -0.8448], [0.9402, -4.3042, 1.4846], [2.3157, -4.5854, 0.4168], [1.4649, -2.9663, 3.3496], [1.1481, -1.5843, 2.3161], [1.8502, 0.0397, 0.6945], [1.9835, -4.1562, -3.4684], [2.2360, -6.3640, -2.9136], [2.1589, -5.9807, -1.1882], [4.2756, -5.0548, -1.3494], [4.3831, -6.3359, -2.3131], [0.0993, -5.3488, -3.8457], [-2.0685, -4.4351, -3.4841], [2.5625, -7.3790, 3.0475], [3.8703, -6.4333, 2.2671], [3.7551, -6.6678, 0.7918], [5.2359, -7.4375, 2.8472], [1.6118, -6.9338, 2.7576], [2.6117, -8.4149, 2.7114], [2.6733, -7.3146, 4.1300], [5.1004, -8.4653, 2.5115], [5.2750, -7.3870, 3.9348], [6.1513, -7.0259, 2.4276], [-1.4290, -2.8590, 4.9938], [-1.0634, -4.6168, 4.8575], [-0.5567, -4.8351, 3.4575], [-2.7672, -5.1487, 4.8797], [-0.4912, -2.3108, 4.9585], [-2.0722, -2.5513, 4.1680], [-1.9188, -2.6737, 5.9493], [-3.3158, -4.6702, 4.0706], [-3.2013, -4.8965, 5.8472], [-2.7887, -6.2244, 4.7396], [3.5763, 2.7194, 5.7816], [4.2819, 3.6923, 7.1178], [3.4127, 3.4762, 8.3014], [3.8412, 5.2958, 6.4338], [3.7071, 1.6707, 6.0422], [2.5149, 2.9472, 5.6871], [4.1016, 2.9329, 4.8506], [2.7615, 5.3424, 6.2916], [4.3650, 5.4438, 5.4891], [4.1533, 6.0536, 7.1491], [-2.7274, -8.1513, 2.0149], [-4.3292, -7.3770, 1.7487], [-4.7045, -6.7273, 3.0344], [-5.2742, -8.8912, 1.6276], [-1.9956, -7.3560, 2.1624], [-2.7723, -8.7809, 2.9040], [-2.4633, -8.7417, 1.1373], [-5.1409, -9.4648, 2.5462], [-4.9431, -9.4536, 0.7574], [-6.3158, -8.6135, 1.4993], [2.6215, -4.8226, 7.2262], [2.2560, -6.4531, 6.5687], [0.7788, -6.6090, 6.5961], [2.9063, -7.3760, 7.9661], [2.2502, -4.0894, 6.5138], [2.1168, -4.6996, 8.1841], [3.6996, -4.7087, 7.3395], [2.3814, -7.0735, 8.8718], [3.9763, -7.1900, 8.0591], [2.7317, -8.4322, 7.7729], [-1.3350, 3.1219, -5.4902], [-1.0994, 1.4253, -5.9849], [-1.5046, 0.5734, -4.8198], [0.6960, 1.4729, -5.9869], [-2.4039, 3.2937, -5.3828], [-0.8325, 3.2912, -4.5373], [-0.9462, 3.8004, -6.2465], [1.0499, 1.7668, -4.9984], [1.0334, 2.1831, -6.7409], [1.0578, 0.4766, -6.2338], [-1.1406, 8.6799, -6.8010], [-0.9031, 7.0226, -7.4497], [-1.2758, 6.0255, -6.3904], [0.8794, 7.1686, -7.4247], [-2.2077, 8.8445, -6.6595], [-0.6157, 8.7735, -5.8498], [-0.7470, 9.4024, -7.5173], [1.2006, 7.3834, -6.4045], [1.1577, 7.9875, -8.0907], [1.3185, 6.2326, -7.7686], [0.4507, 12.0288, -2.7469], [0.5533, 10.2473, -2.9343], [1.0377, 9.9779, -4.3227], [-1.2105, 9.9565, -2.9370], [1.4646, 12.4239, -2.7654], [-0.1269, 12.4458, -3.5718], [-0.0171, 12.2592, -1.7883], [-1.6642, 10.5260, -3.7496], [-1.6231, 10.2588, -1.9743], [-1.3736, 8.8952, -3.0822], [-8.8351, -10.2262, -0.2941], [-7.5476, -9.9595, -1.5174], [-6.7534, -8.7863, -1.0535], [-8.6344, -9.3682, -2.8180], [-8.3559, -10.5622, 0.6234], [-9.3654, -9.2909, -0.1161], [-9.5185, -10.9963, -0.6510], [-9.1786, -8.4933, -2.4633], [-9.3229, -10.1633, -3.1030], [-8.0124, -9.0995, -3.6689], [3.3937, 12.0006, -8.0711], [3.0945, 10.3781, -8.7784], [1.6178, 10.1817, -8.8157], [3.6942, 9.4539, -7.3571], [3.0441, 12.7417, -8.7868], [2.8401, 12.0935, -7.1368], [4.4629, 12.1274, -7.9031], [3.1186, 9.7337, -6.4730], [4.7542, 9.6630, -7.2136], [3.5573, 8.3956, -7.5691], [-0.8837, 4.3110, -0.2985], [-1.5134, 4.6622, -1.9393], [-2.0950, 6.0249, -1.8510], [-2.8855, 3.5050, -1.8877], [-0.0426, 4.9820, -0.1304], [-1.6726, 4.5152, 0.4254], [-0.5506, 3.2763, -0.2173], [-3.5203, 3.7336, -1.0316], [-2.4973, 2.4877, -1.8270], [-3.4487, 3.6255, -2.8107], [0.1171, 8.1200, 3.5283], [-0.4939, 8.3478, 1.8530], [-1.0967, 9.7038, 1.7918], [-1.8539, 7.1805, 1.9842], [0.9520, 8.8032, 3.6682], [-0.6757, 8.3528, 4.2389], [0.4581, 7.0918, 3.6520], [-2.5116, 7.4752, 2.8020], [-1.4548, 6.1805, 2.1548], [-2.3991, 7.2011, 1.0414]], "lumo_energy_ev": -2.79, "max_force_ev_per_a": 1.74, "orbital_gap_ev": 6.98, "total_charge": 1}